[1]
16
Properties=species:S:1:pos:R:3:forces:R:3:lowdin_charge:R:1 method="wB97M-V/def2-TZVPD" relative_energy_kj_mol=447.8 energy_ev=-7390.1238 total_charge=0 homo_energy_ev=-8.6
O -1.66176 -0.39946 1.22249 -0.001 0.402 0.074 -0.2226
C -1.15874 0.72328 0.79743 -0.440 -0.297 0.040 0.0280
C -2.11544 -1.42711 0.31828 -0.107 -0.170 -0.184 -0.0573
C 1.26322 -0.48289 -0.04046 0.050 -0.088 -0.025 -0.1349
C 1.72477 1.93023 -0.24277 0.013 -0.080 -0.096 -0.0209
C 1.31944 0.80534 -0.82103 0.166 0.190 0.069 -0.2712
H 0.67803 -0.30457 0.86736 0.212 -0.195 -0.031 0.0369
H 2.24851 -0.80477 0.30590 -0.007 0.016 -0.173 0.0825
H 0.95995 0.81078 -1.85065 0.137 -0.010 0.163 0.0936
H -2.65736 -2.15330 0.92431 0.025 0.075 -0.123 0.0920
H -1.17751 0.69880 -0.33107 -0.098 0.006 0.169 0.0197
H 1.73353 2.89115 -0.74685 0.009 -0.158 -0.020 0.0532
H 2.05616 1.91181 0.79417 -0.070 0.089 -0.134 0.0674
H -2.76906 -0.98744 -0.43874 0.083 -0.053 0.095 0.0941
H -1.25447 -1.90590 -0.15665 -0.125 0.124 0.132 0.0767
H 0.81073 -1.30596 -0.60174 0.154 0.148 0.043 0.0628



[2]
16
Properties=species:S:1:pos:R:3:forces:R:3:lowdin_charge:R:1 method="wB97M-V/def2-TZVPD" relative_energy_kj_mol=281.6 energy_ev=-7391.8469 total_charge=0 smiles="C=CCOCC" homo_energy_ev=-9.4
O -0.15845 0.49081 0.58725 -0.475 -1.191 -0.901 -0.2301
C -0.69678 0.74429 -2.27128 -1.677 -0.847 0.921 -0.0413
C -1.37927 -0.21732 -1.51875 0.856 0.248 -0.846 -0.1665
C 1.27322 0.29799 0.78202 -1.905 2.483 1.703 -0.2416
C -0.90092 -0.57916 -0.05687 -1.574 1.044 0.392 -0.2391
C 1.50354 -0.58443 2.04848 0.814 0.042 -1.774 -0.0707
H 0.96708 -1.53327 1.91813 0.577 -0.056 -0.151 0.0674
H 0.27023 1.29159 -1.79048 -2.758 -1.224 -1.458 0.0995
H -1.24030 1.05405 -3.28487 1.909 -0.570 2.203 0.0790
H 2.59750 -0.69946 2.16718 -0.543 -0.417 0.066 0.0776
H -2.29522 -0.91783 -1.93298 2.398 2.219 0.976 0.1363
H 1.50978 1.43330 0.94815 0.437 -2.244 -0.119 0.1473
H 1.10743 -0.19249 2.95813 -0.303 0.870 0.405 0.0577
H 1.72172 -0.02947 -0.14393 0.393 -0.435 -0.079 0.0988
H -0.33623 -1.49488 -0.04097 0.441 -0.488 -0.208 0.0902
H -1.83309 -0.80615 0.60207 1.410 0.564 -1.130 0.1355



[3]
16
Properties=species:S:1:pos:R:3:forces:R:3:lowdin_charge:R:1 method="wB97M-V/def2-TZVPD" relative_energy_kj_mol=700.1 energy_ev=-7387.5095 total_charge=0 homo_energy_ev=-8.7
O 1.68256 -1.71266 0.35195 0.006 -0.215 -0.011 0.0185
C 1.34375 -0.70632 1.23885 -0.067 -0.072 0.125 -0.1909
C -0.40840 1.23065 -1.16918 0.033 0.080 0.034 -0.0771
C -1.31735 -0.80654 0.03660 -0.016 -0.031 0.037 -0.0615
C -0.12973 0.09214 -0.21405 -0.018 -0.225 -0.166 -0.3644
C 1.22311 -0.42433 -0.17950 -0.045 0.424 -0.084 -0.3312
H -2.07524 -0.30021 0.64219 0.114 -0.067 -0.081 0.0889
H -0.65665 0.82248 -2.16025 0.033 0.021 0.144 0.0911
H 1.17294 0.73923 1.61633 -0.130 0.082 -0.106 0.1303
H 0.49000 -1.01102 1.85376 0.058 0.108 -0.097 0.0944
H -1.03709 -1.74012 0.53155 -0.022 0.145 -0.072 0.0818
H 0.28238 1.01062 1.12972 0.116 -0.013 0.115 0.1171
H 2.02291 0.14385 -0.64732 -0.122 -0.093 0.058 0.1497
H -1.78476 -1.06044 -0.92481 0.069 0.061 0.111 0.0880
H 0.45265 1.89608 -1.27644 -0.120 -0.112 0.028 0.0806
H -1.26107 1.82659 -0.82941 0.112 -0.093 -0.035 0.0846